1.
This record from OMol25 describes the molecule C5H8N2. The level of theory is ωB97M-V/def2-TZVPD.

Output
- LUMO energy: 0.98 eV
- Maximum force: 0.27 eV/A
- E_HOMO: -8.84 eV
- Kohn-Sham gap: 9.82 eV
- Energy relative to the best compared isomer or geometry (same formula, charge and spin): 7.4 kcal/mol
- Total energy: -8294.675 eV
- SMILES: CCn1ccnc1

Structure (ORCA input):
```
! wB97M-V def2-TZVPD RIJCOSX def2/J DEFGRID3
* xyz 0 1
C -1.759 0.068 0.477
C -1.066 -0.339 -0.824
N 0.375 -0.231 -0.633
C 1.055 -0.975 0.314
C 2.047 -0.169 0.787
N 2.021 1.057 0.153
C 1.008 0.981 -0.667
H -2.847 -0.028 0.424
H -1.392 -0.552 1.301
H -1.509 1.107 0.717
H -1.349 0.327 -1.646
H -1.322 -1.360 -1.123
H 0.778 -1.995 0.542
H 2.765 -0.384 1.566
H 0.670 1.764 -1.336
*
```

Here are the Mulliken charges for atoms 1 to 2, given in e: atom 1 (C): -0.98, atom 2 (C): -0.55

=====

2.
This record from OMol25 describes C9H12ClNSi as an isolated structure. The level of theory is ωB97M-V/def2-TZVPD.

Output
- LUMO energy: 0.74 eV
- Maximum force: 3.70 eV/A
- E_HOMO: -8.90 eV
- Kohn-Sham gap: 9.64 eV
- Energy relative to the best compared isomer or geometry (same formula, charge and spin): 32.9 kcal/mol
- Total energy: -31417.411 eV

Structure (ORCA input):
```
! wB97M-V def2-TZVPD RIJCOSX def2/J DEFGRID3
* xyz 0 1
C 3.932 -0.258 -0.165
C 3.171 0.764 -0.606
C 3.332 -1.420 0.357
C 1.771 0.697 -0.542
C 1.940 -1.480 0.444
C 1.136 -0.415 -0.012
C -3.115 0.831 0.638
C -2.765 1.100 -0.834
C -1.963 0.240 1.432
N -2.114 -0.163 -1.280
Si -1.251 -0.877 0.023
Cl -1.422 -2.954 -0.065
H 4.939 -0.042 -0.289
H 3.722 1.725 -0.874
H 3.951 -2.294 0.823
H 1.258 1.519 -0.932
H 1.599 -2.407 0.866
H -3.534 1.787 0.972
H -3.845 -0.103 0.764
H -3.542 1.373 -1.513
H -1.945 1.777 -1.057
H -1.307 0.958 1.705
H -2.107 -0.429 2.333
H -1.841 0.072 -2.186
*
```

Here are the Mulliken charges for atoms 1 to 2, given in e: atom 1 (C): -0.31, atom 2 (C): -0.50

=====

3.
This record from OMol25 describes the molecule C2H3BrN2O. The level of theory is ωB97M-V/def2-TZVPD.

Output
- LUMO energy: -0.26 eV
- Maximum force: 5.70 eV/A
- E_HOMO: -9.68 eV
- Kohn-Sham gap: 9.42 eV
- Energy relative to the best compared isomer or geometry (same formula, charge and spin): 28.1 kcal/mol
- Total energy: -77189.362 eV
- SMILES: [H]/N=N/[C@H](Br)C=O

Structure (ORCA input):
```
! wB97M-V def2-TZVPD RIJCOSX def2/J DEFGRID3
* xyz 0 1
C 0.313 1.806 0.173
C 0.737 0.087 -0.488
N -0.859 -1.397 -0.205
N 0.090 -0.740 0.317
O -0.745 2.244 -0.111
Br 2.596 -0.071 -0.091
H 1.300 2.048 0.727
H 0.663 0.136 -1.616
H -1.229 -1.962 0.550
*
```

Here are the Mulliken charges for atoms 1 to 2, given in e: atom 1 (C): 0.23, atom 2 (C): -0.18